{
  "formula": "C3H10S",
  "method": "ωB97M-V with the def2-TZVPD basis set",
  "symbols": ["C", "S", "H", "H", "H", "H", "C", "C", "H", "H", "H", "H", "H", "H"],
  "positions_angstrom": [[2.5685, -1.2122, -0.7801], [3.7354, -1.9368, 0.4067], [2.0511, -0.3131, -0.4483], [1.7974, -2.1368, -1.0555], [3.1518, -0.9289, -1.7648], [3.3687, -1.2499, 1.4668], [-2.1414, 0.7914, -0.4286], [-2.0111, 1.2085, 1.1026], [-1.8410, 1.4947, -1.1714], [-1.6219, -0.1309, -0.6927], [-3.2265, 0.7335, -0.8186], [-0.9395, 1.1055, 1.3552], [-2.5000, 0.3931, 1.7891], [-2.3916, 2.1819, 1.0396]],
  "mulliken_charge": [-0.627, -0.176, 0.252, 0.215, 0.232, 0.102, -0.952, -0.630, 0.340, 0.276, 0.282, 0.188, 0.221, 0.275],
  "orbital_gap_ev": 9.772,
  "smiles": "CC.CS",
  "e_tot_ha": -518.42225,
  "max_force_ev_per_a": 4.2,
  "multiplicity": 1,
  "lumo_ev": 0.765
}

=====

{
  "formula": "C7H20N4Pr",
  "method": "ωB97M-V with the def2-TZVPD basis set",
  "symbols": ["Pr", "N", "C", "C", "N", "C", "C", "N", "C", "C", "N", "H", "H", "H", "H", "H", "H", "H", "H", "H", "H", "H", "H", "H", "H", "H", "H", "H", "H", "C", "H", "H"],
  "positions_angstrom": [[-0.0520, 1.2578, -1.6936], [2.1286, -0.2971, -1.4277], [2.2273, -1.0340, -0.1360], [1.3063, -0.5091, 0.9874], [-0.1209, -0.4074, 0.5883], [-0.6588, -1.7477, 0.2814], [-1.8633, -1.6669, -0.5715], [-1.4162, -1.1560, -1.9708], [-0.8804, 0.1267, 1.7425], [-0.8963, 1.6627, 1.5909], [-1.6678, 1.9527, 0.3369], [2.2440, -1.0077, -2.1564], [2.7880, 0.4748, -1.4902], [3.2527, -0.9323, 0.2909], [2.1841, -2.0853, -0.2939], [1.6070, 0.4525, 1.3418], [1.4454, -1.2431, 1.7360], [-0.8953, -2.3141, 1.2304], [0.0801, -2.2741, -0.3026], [-2.5886, -0.9011, -0.2335], [-2.3589, -2.6082, -0.6638], [-2.2671, -1.0872, -2.5156], [-0.8624, -1.8210, -2.4649], [-0.3952, -0.2124, 2.6243], [-1.9036, -0.2458, 1.6752], [0.1192, 2.0526, 1.4773], [-1.3826, 2.0923, 2.5060], [-1.8494, 2.9570, 0.3339], [-2.6186, 1.5141, 0.3771], [1.6591, 2.5858, -1.1743], [2.5579, 2.9079, -0.5924], [1.0776, 3.5136, -1.4333]],
  "lowdin_spin": [2.085, -0.003, 0.000, 0.001, -0.001, 0.000, 0.001, 0.000, 0.000, 0.001, -0.001, 0.000, 0.000, 0.000, 0.000, 0.000, 0.000, 0.000, 0.000, 0.000, 0.000, 0.000, 0.000, 0.000, 0.000, 0.000, 0.000, 0.000, 0.000, -0.071, -0.006, -0.006],
  "orbital_gap_ev": [5.638, 5.768],
  "e_tot_ha": -1014.44176,
  "max_force_ev_per_a": 2.7,
  "s_squared": 2.02,
  "charge": 1,
  "multiplicity": 3,
  "lumo_ev": [-3.310, -3.306]
}

=====

{
  "formula": "C4H9N2O2",
  "method": "ωB97M-V with the def2-TZVPD basis set",
  "symbols": ["C", "C", "C", "C", "N", "N", "O", "O", "H", "H", "H", "H", "H", "H", "H", "H", "H"],
  "positions_angstrom": [[1.0060, -0.4892, 0.6875], [-1.1554, -0.9706, -0.4083], [1.9926, 1.1086, -0.8166], [-1.8165, 0.3052, 0.2251], [0.3069, -0.8850, -0.5195], [1.7685, 0.7169, 0.3527], [-3.1742, 0.2261, 0.1831], [-1.1920, 1.2131, 0.7930], [0.2331, -0.1963, 1.5272], [-1.6213, -1.9159, 0.1510], [-1.5778, -1.1887, -1.4990], [2.6595, 1.9940, -0.8440], [1.8461, 0.4326, -1.6626], [0.5911, -1.7229, -0.9597], [1.7806, 1.3745, 1.1469], [-3.4525, 1.1092, 0.3594], [1.8053, -1.1114, 1.2838]],
  "lowdin_spin": [0.067, 0.079, 0.591, 0.009, 0.633, 0.383, 0.003, 0.011, 0.020, 0.056, 0.013, 0.038, 0.058, 0.015, 0.008, 0.000, 0.016],
  "orbital_gap_ev": [6.361, 6.165],
  "e_tot_ha": -417.33747,
  "max_force_ev_per_a": 9.3,
  "s_squared": 2.01,
  "charge": 1,
  "multiplicity": 3,
  "lumo_ev": [-3.422, -9.073]
}

=====

{
  "formula": "C24H16Cl2N6O6SSeZr",
  "method": "ωB97M-V with the def2-TZVPD basis set",
  "symbols": ["Zr", "Cl", "C", "C", "C", "C", "C", "Cl", "C", "S", "H", "H", "H", "N", "C", "C", "C", "C", "C", "N", "H", "H", "H", "H", "H", "H", "O", "C", "O", "C", "C", "C", "C", "C", "C", "N", "O", "O", "N", "O", "O", "H", "H", "H", "Se", "N", "C", "C", "C", "C", "C", "C", "N", "H", "H", "H", "H"],
  "positions_angstrom": [[0.7296, 0.5728, 0.4128], [1.9650, -0.1913, 2.7781], [2.9647, -1.3923, 1.9427], [3.2013, -2.5913, 2.5819], [3.9393, -3.5506, 1.9016], [4.3963, -3.3029, 0.6174], [4.1347, -2.0873, -0.0014], [4.7113, -1.8177, -1.5973], [3.4172, -1.0856, 0.6602], [3.1536, 0.5027, -0.0795], [2.8298, -2.7689, 3.5815], [4.1560, -4.4964, 2.3781], [4.9669, -4.0490, 0.0822], [-1.2966, 2.9726, 0.7264], [-0.0806, 3.5560, 1.0169], [0.0675, 4.9367, 1.1450], [1.3011, 5.4545, 1.4602], [2.3787, 4.5885, 1.6677], [2.1810, 3.2489, 1.4942], [0.9780, 2.7201, 1.1253], [-2.0531, 3.6319, 0.6089], [-1.5576, 2.2083, 1.3396], [-0.7979, 5.5750, 1.0309], [1.4269, 6.5229, 1.5749], [3.3530, 4.9550, 1.9546], [2.9863, 2.5419, 1.6243], [-1.9987, -0.2997, 3.5002], [-1.5232, -0.5758, 2.4538], [-0.8341, 0.3142, 1.6590], [-1.6236, -1.8649, 1.6760], [-0.5014, -2.1383, 0.9236], [-0.6225, -2.8038, -0.2687], [-1.7808, -3.4661, -0.6308], [-2.8310, -3.3547, 0.2654], [-2.8100, -2.5178, 1.3766], [-4.1082, -4.0373, -0.0792], [-5.0165, -3.9064, 0.7045], [-4.1236, -4.6578, -1.1163], [0.4078, -2.4576, -1.2456], [0.7188, -3.1906, -2.1218], [0.9067, -1.3039, -1.1006], [0.4744, -1.7812, 1.2409], [-1.8992, -3.9905, -1.5697], [-3.7193, -2.3472, 1.9384], [1.3057, 2.5772, -2.4681], [0.1962, 1.4985, -1.5182], [-0.9224, 1.3234, -2.2312], [-2.0486, 0.5493, -1.8502], [-3.0995, 0.4845, -2.7123], [-3.1061, 1.1639, -3.9743], [-2.0553, 1.9192, -4.3681], [-0.9268, 2.0186, -3.4942], [0.1543, 2.7272, -3.7644], [-2.0829, 0.0453, -0.8895], [-3.9733, -0.0940, -2.4403], [-3.9746, 1.0661, -4.6103], [-2.0348, 2.4457, -5.3119]],
  "mulliken_charge": [0.721, -0.029, 0.593, -0.687, -0.527, -0.663, 0.170, -0.152, 0.286, -0.285, 0.500, 0.444, 0.476, -0.178, 0.631, -1.023, -0.333, -0.974, -0.249, 0.301, 0.266, 0.111, 0.395, 0.467, 0.471, 0.542, -0.478, 0.031, -0.296, -0.183, 0.432, -0.583, -0.565, -0.395, -0.488, 1.011, -0.561, -0.575, 0.889, -0.470, -0.349, 1.277, 0.655, 0.611, 0.331, -0.112, 1.369, -0.103, -0.800, -0.701, -0.688, 0.259, -0.677, 0.471, 0.488, 0.431, 0.495],
  "orbital_gap_ev": 6.617,
  "e_tot_ha": -5470.59831,
  "max_force_ev_per_a": 0.5,
  "charge": 2,
  "multiplicity": 1,
  "lumo_ev": -7.828
}

=====

{
  "formula": "C18H36ClF5O6",
  "method": "ωB97M-V with the def2-TZVPD basis set",
  "symbols": ["C", "C", "C", "Cl", "O", "C", "O", "O", "C", "C", "C", "C", "F", "F", "C", "F", "F", "F", "H", "H", "H", "H", "H", "H", "H", "H", "H", "H", "H", "H", "C", "C", "C", "O", "H", "H", "H", "H", "H", "H", "H", "H", "C", "C", "C", "O", "H", "H", "H", "H", "H", "H", "H", "H", "C", "C", "C", "O", "H", "H", "H", "H", "H", "H", "H", "H"],
  "positions_angstrom": [[-1.9924, -0.2504, 1.1279], [-1.0982, 0.8359, 0.2254], [-2.0995, 2.1611, 0.0262], [-1.1507, 3.2958, -1.1418], [-2.2805, 2.7235, 1.3720], [-3.3502, 3.7305, 1.4270], [-3.9258, 3.9131, 2.6485], [-3.8111, 4.5935, 0.3310], [-4.9786, 4.0448, -0.3729], [-6.3425, 3.9144, 0.5276], [-6.5731, 2.4530, 1.2346], [-6.7213, 1.1932, 0.1947], [-7.6242, 1.4460, -0.9619], [-5.4047, 0.6349, -0.2737], [-7.4234, -0.0524, 1.0591], [-6.6812, -1.3139, 0.6841], [-8.8409, -0.2890, 0.7011], [-7.2636, 0.0897, 2.5247], [-2.9976, 0.2186, 1.5298], [-2.3043, -1.1975, 0.4847], [-1.3277, -0.6693, 2.0181], [-0.0798, 1.1050, 0.7348], [-0.9897, 0.3286, -0.8367], [-3.0711, 1.7375, -0.4710], [-5.2328, 4.8230, -1.2424], [-4.7669, 3.0224, -0.9414], [-7.2645, 4.1674, -0.1694], [-6.3480, 4.7507, 1.3787], [-5.7732, 2.1645, 2.0456], [-7.6100, 2.5267, 1.8209], [2.3562, 0.6144, 3.6408], [2.9139, 0.8566, 2.2474], [4.0258, 1.8933, 2.2679], [1.8666, 1.3041, 1.3907], [1.9271, 1.5332, 4.0564], [1.5485, -0.1247, 3.6090], [3.1346, 0.2539, 4.3205], [3.2953, -0.0840, 1.8350], [3.6559, 2.8574, 2.6347], [4.4092, 2.0665, 1.2566], [4.8542, 1.5711, 2.9063], [1.5219, 2.1389, 1.7491], [3.5741, -1.6159, -1.6927], [2.5050, -0.6467, -2.1715], [3.0538, 0.7655, -2.2981], [1.4177, -0.6500, -1.2501], [3.9478, -1.3297, -0.7030], [3.1617, -2.6258, -1.5943], [4.4180, -1.6482, -2.3888], [2.1149, -0.9782, -3.1400], [3.4090, 1.1362, -1.3300], [2.2703, 1.4544, -2.6317], [3.8820, 0.8045, -3.0124], [1.7549, -0.3570, -0.3872], [4.9124, -6.6606, -2.4249], [5.0180, -5.1537, -2.5966], [6.4036, -4.6494, -2.2260], [4.0467, -4.5153, -1.7718], [5.0881, -6.9497, -1.3826], [3.9063, -7.0079, -2.6834], [5.6366, -7.1819, -3.0587], [4.7939, -4.8850, -3.6347], [6.6321, -4.8670, -1.1766], [6.4611, -3.5618, -2.3426], [7.1724, -5.1102, -2.8539], [4.2378, -4.7483, -0.8481]],
  "mulliken_charge": [-0.845, 0.439, 0.190, -0.196, -0.182, 0.528, -0.542, -0.275, -0.204, -0.702, -0.694, 0.728, -0.302, -0.242, 0.531, -0.257, -0.230, -0.230, 0.186, 0.266, 0.242, -0.390, 0.392, 0.080, 0.284, 0.128, 0.375, 0.290, 0.361, 0.423, -1.441, 0.596, -1.308, -0.484, 0.354, 0.327, 0.406, 0.101, 0.342, 0.311, 0.397, 0.276, -0.984, 0.265, -1.012, -0.428, 0.207, 0.354, 0.313, 0.295, 0.045, 0.301, 0.418, 0.222, -1.310, 0.373, -1.217, -0.478, 0.349, 0.320, 0.373, 0.253, 0.319, 0.284, 0.388, 0.322],
  "orbital_gap_ev": 10.061,
  "smiles": "CC[C@H](Cl)OC(=O)OCCCC(F)(F)C(F)(F)F.CC(C)O.CC(C)O.CC(C)O",
  "e_tot_ha": -2118.15803,
  "max_force_ev_per_a": 9.1,
  "multiplicity": 1,
  "lumo_ev": 0.329
}

=====

{
  "formula": "C5H7N3O",
  "method": "ωB97M-V with the def2-TZVPD basis set",
  "symbols": ["C", "C", "C", "C", "C", "H", "H", "H", "H", "H", "H", "H", "N", "N", "N", "O"],
  "positions_angstrom": [[2.9684, -0.2045, -0.0927], [1.6508, 0.0422, 0.3364], [-0.7283, -0.2874, -0.0689], [-2.7052, 0.6615, 0.0303], [-2.8261, -0.5202, 0.6087], [3.6673, 0.2557, 0.8212], [3.2300, -1.3082, -0.1038], [3.0994, 0.2446, -1.3372], [0.6711, -0.9926, -1.2261], [-1.0559, 1.8242, -0.8272], [-3.3605, 1.6364, -0.1133], [-3.5541, -1.1404, 0.9107], [0.5943, -0.6093, -0.3704], [-1.3843, 0.8491, -0.4201], [-1.6067, -1.2046, 0.5296], [1.3398, 0.7536, 1.3229]],
  "mulliken_charge": [-0.892, 0.682, 0.145, -0.268, -0.422, 0.254, 0.289, 0.242, 0.252, 0.317, 0.275, 0.504, -0.108, -0.080, -0.590, -0.598],
  "orbital_gap_ev": 9.353,
  "smiles": "CC(=O)Nc1ncc[nH]1",
  "e_tot_ha": -434.16406,
  "max_force_ev_per_a": 5.8,
  "multiplicity": 1,
  "lumo_ev": 0.507
}

=====

{
  "formula": "C5H8O",
  "method": "ωB97M-V with the def2-TZVPD basis set",
  "symbols": ["C", "C", "O", "C", "C", "C", "H", "H", "H", "H", "H", "H", "H", "H"],
  "positions_angstrom": [[-2.1299, 0.2910, 0.1615], [-0.6928, 0.3519, 0.4395], [-0.3815, 1.1601, 1.3053], [0.2720, -0.5147, -0.2738], [1.3870, 0.3265, -0.8560], [1.6479, -0.5745, 0.3056], [-2.8061, -0.2797, -0.4552], [-1.7516, -0.6211, 1.0286], [-2.5238, 1.3316, 0.2822], [-0.1004, -1.3424, -0.8758], [1.3393, 1.3934, -0.6528], [1.7620, 0.0539, -1.8363], [2.2189, -1.4828, 0.1548], [1.7590, -0.0933, 1.2723]],
  "mulliken_charge": [-0.852, 0.365, -0.595, 0.069, -0.631, -0.508, 0.352, 0.138, 0.228, 0.423, 0.239, 0.267, 0.267, 0.240],
  "orbital_gap_ev": 10.419,
  "smiles": "CC(=O)C1CC1",
  "e_tot_ha": -270.44303,
  "max_force_ev_per_a": 3.6,
  "multiplicity": 1,
  "lumo_ev": 0.880
}